1.
C6H6Si | wB97M-V/def2-TZVPD

Geometry as XYZ:
```
13
C6H6Si (wB97M-V/def2-TZVPD)
C 2.358 1.615 -1.627
C 0.494 0.076 2.690
C 1.424 1.016 -1.147
C 0.726 -0.163 1.540
C -2.149 -0.629 -0.011
C -1.262 -0.376 -0.964
Si 0.585 -0.490 -0.478
H 3.028 2.476 -1.854
H 0.215 -0.037 3.747
H -3.228 -0.699 -0.407
H -1.842 -0.799 1.064
H -1.609 -0.085 -1.948
H 1.260 -1.906 -0.606
```

The HOMO energy (spin up / spin down) is -5.967 / -10.253 eV. Its total charge is 0. Its HOMO-LUMO gap (spin up / spin down) is 0.249 / 0.274 Eh. The maximum force comes out at 10.4 eV/Å. For the energy above the lowest of the compared OMol25 structures with the same formula, charge and spin, the calculation gives 0.409 eV. The multiplicity is 3.


2.
C6H72NO30 | wB97M-V/def2-TZVPD

Geometry as XYZ:
```
109
C6H72NO30 (wB97M-V/def2-TZVPD)
C -2.332 -2.300 -3.538
O -2.305 -1.083 -2.760
C -1.056 -0.822 -2.135
C -1.360 -0.070 -0.775
N -0.118 0.311 -0.015
H 0.585 -0.497 0.022
H 0.266 0.979 -0.752
C -0.313 0.961 1.265
C 1.039 0.995 2.140
O 0.641 1.655 3.392
C 1.755 2.215 4.091
H -1.761 -2.068 -4.358
H -3.374 -2.548 -3.716
H -2.179 -3.239 -2.918
H -0.381 -0.222 -2.745
H -0.596 -1.744 -1.837
H -1.963 -0.745 -0.240
H -1.734 1.026 -1.025
H -1.074 0.394 1.851
H -0.881 2.089 1.082
H 1.759 1.837 1.618
H 1.641 0.010 2.302
H 2.618 1.574 4.058
H 1.333 2.362 5.131
H 2.104 3.271 3.848
O -5.958 -3.885 -5.350
H -5.602 -4.306 -4.588
H -6.839 -4.064 -5.195
O -0.080 -2.285 1.372
H -0.476 -2.029 2.268
H 0.753 -2.683 1.341
O -6.174 -0.922 -5.061
H -5.995 -1.827 -4.789
H -7.230 -0.765 -5.219
O 0.601 -3.710 -5.601
H 0.089 -3.453 -6.337
H 0.296 -3.370 -4.823
O -4.330 -4.187 -0.941
H -4.239 -4.202 -1.976
H -4.814 -3.447 -0.898
O 3.332 1.682 -0.704
H 3.773 0.809 -1.074
H 4.089 2.313 -1.033
O -1.329 0.383 5.772
H -1.481 1.085 5.107
H -2.009 -0.320 5.550
O 2.364 -3.236 1.459
H 2.451 -4.095 1.886
H 2.784 -2.626 2.088
O -1.908 2.831 3.968
H -2.127 3.207 4.846
H -1.369 3.539 3.643
O 5.103 0.703 2.138
H 5.803 0.360 1.761
H 4.660 1.188 1.402
O 3.757 -1.553 3.086
H 4.096 -0.896 2.544
H 4.430 -2.183 3.245
O 4.931 3.368 1.140
H 4.106 3.087 0.826
H 4.753 4.238 1.371
O -0.459 5.537 0.773
H -0.839 4.897 0.102
H -1.135 6.188 0.994
O -0.051 -1.679 4.102
H 0.763 -1.725 4.517
H -0.210 -0.702 4.416
O -1.620 3.503 -0.843
H -2.367 3.888 -0.517
H -1.560 3.914 -1.738
O 0.275 1.191 -5.982
H 0.852 0.793 -5.271
H 0.233 0.670 -6.746
O -4.170 -5.162 -3.628
H -3.375 -5.106 -4.005
H -3.974 -5.958 -3.166
O 2.167 4.509 0.732
H 1.227 4.771 0.506
H 2.448 5.241 1.275
O -4.305 0.204 0.510
H -5.029 -0.033 0.906
H -4.066 0.928 1.098
O 0.438 -4.208 -2.616
H -0.245 -4.258 -2.091
H 1.392 -4.070 -2.441
O -1.508 -3.906 -0.412
H -2.487 -3.756 -0.427
H -1.355 -3.183 0.183
O 1.004 1.903 -1.988
H 1.047 2.849 -1.913
H 1.850 1.789 -1.546
O 5.336 1.860 4.623
H 5.230 1.287 3.894
H 5.010 1.415 5.457
O -1.875 -5.070 -4.994
H -0.899 -4.931 -5.242
H -2.304 -5.227 -5.875
O 2.026 -1.383 -0.957
H 2.209 -2.142 -0.303
H 2.604 -1.633 -1.699
O 1.881 0.351 -4.038
H 2.704 0.057 -3.492
H 1.551 1.149 -3.353
O 0.548 5.016 6.242
H 0.088 4.827 5.395
H 0.025 5.811 6.527
O 2.894 5.803 5.082
H 2.018 5.499 5.219
H 3.497 5.207 5.484
```

The HOMO energy is -11.822 eV. Its total charge is +1. Its HOMO-LUMO gap is 0.322 Eh. The maximum force comes out at 9.5 eV/Å. For the energy above the lowest of the compared OMol25 structures with the same formula, charge and spin, the calculation gives 0.000 eV.


3.
C6H7B | wB97M-V/def2-TZVPD

Geometry as XYZ:
```
14
C6H7B (wB97M-V/def2-TZVPD)
B -1.043 0.485 1.898
C 0.114 -0.241 1.677
C 1.052 -2.194 0.514
C -1.087 1.544 0.780
C 0.892 -1.493 -0.741
C -0.068 -0.280 -0.832
C 0.114 0.617 0.378
H -1.898 1.532 0.059
H -0.787 2.569 0.980
H 1.941 -1.142 -0.849
H 0.708 -2.185 -1.577
H 0.109 0.262 -1.765
H -1.093 -0.665 -0.844
H 1.045 1.191 0.321
```

The HOMO energy (spin up / spin down) is -8.030 / -8.062 eV. Its total charge is 0. Its HOMO-LUMO gap (spin up / spin down) is 0.271 / 0.273 Eh. The maximum force comes out at 3.9 eV/Å. For the energy above the lowest of the compared OMol25 structures with the same formula, charge and spin, the calculation gives 6.775 eV.


4.
C6H7BrClN2S | wB97M-V/def2-TZVPD

Geometry as XYZ:
```
18
C6H7BrClN2S (wB97M-V/def2-TZVPD)
C 1.010 -0.926 0.608
C 2.182 -0.277 0.806
C 0.215 0.712 -1.518
C -1.334 -1.187 0.140
C 1.742 2.188 -0.351
C -2.621 -0.633 0.251
N 1.066 1.538 -1.194
N -0.255 -0.520 0.427
S 2.709 1.347 0.862
Cl 0.206 -0.370 -2.806
Br -2.724 1.251 0.594
H 1.130 -1.954 0.442
H 3.010 -0.793 1.168
H -1.182 -2.235 -0.056
H 1.914 3.228 -0.265
H -3.158 -1.072 0.984
H -3.249 -0.791 -0.723
H -0.659 0.493 0.629
```

The HOMO energy (spin up / spin down) is -11.556 / -11.553 eV. Its total charge is +1. Its HOMO-LUMO gap (spin up / spin down) is 0.246 / 0.246 Eh. The maximum force comes out at 6.1 eV/Å. For the energy above the lowest of the compared OMol25 structures with the same formula, charge and spin, the calculation gives 0.107 eV.


5.
C6H7BrFN | wB97M-V/def2-TZVPD

Geometry as XYZ:
```
16
C6H7BrFN (wB97M-V/def2-TZVPD)
C 1.162 1.536 -0.161
C 1.551 0.150 -0.410
C -0.105 1.925 0.099
C 0.540 -0.808 0.305
C -1.004 -0.299 0.159
C -2.082 -1.245 0.089
N -1.165 0.968 0.126
F 0.663 -2.099 -0.221
Br 3.729 0.018 -0.090
H 1.902 2.206 -0.249
H 1.503 -0.132 -1.369
H -0.376 3.033 0.181
H 0.738 -0.867 1.366
H -2.955 -0.953 0.777
H -1.637 -2.196 0.260
H -2.465 -1.237 -0.863
```

The HOMO energy is -9.380 eV. Its total charge is 0. Its HOMO-LUMO gap is 0.324 Eh. As for the SMILES: CC1=NC=C[C@@H](Br)[C@@H]1F. The maximum force comes out at 5.0 eV/Å. For the energy above the lowest of the compared OMol25 structures with the same formula, charge and spin, the calculation gives 0.484 eV.


6.
C6H7BrN3 | wB97M-V/def2-TZVPD

Geometry as XYZ:
```
17
C6H7BrN3 (wB97M-V/def2-TZVPD)
C -1.692 -1.571 0.029
C -1.948 -0.218 0.071
C 0.645 -1.309 -0.003
C 1.549 -0.537 -0.600
C 1.788 0.810 -0.416
C 1.159 1.539 0.603
N -1.042 0.674 0.424
N -0.350 -1.984 0.310
N -0.222 1.601 0.083
Br -3.737 0.379 -0.065
H -2.506 -2.299 0.081
H 1.917 -0.967 -1.518
H 2.410 1.516 -0.987
H 0.979 1.060 1.645
H 1.660 2.541 0.799
H -0.461 -2.907 0.593
H -0.149 1.672 -1.049
```

The HOMO energy (spin up / spin down) is -12.839 / -12.663 eV. Its total charge is +1. Its HOMO-LUMO gap (spin up / spin down) is 0.289 / 0.262 Eh. The maximum force comes out at 5.5 eV/Å. For the energy above the lowest of the compared OMol25 structures with the same formula, charge and spin, the calculation gives 4.528 eV.


7.
C6H7BrNO2 | wB97M-V/def2-TZVPD

Geometry as XYZ:
```
17
C6H7BrNO2 (wB97M-V/def2-TZVPD)
C -1.637 -2.708 -0.044
C -0.373 -2.705 -0.632
C -0.041 -1.432 -0.777
C -0.887 -0.225 -0.535
C -2.118 -0.445 0.415
C 0.092 0.829 0.132
N -2.357 -1.808 0.306
O 1.252 0.912 -0.469
O 0.216 0.363 1.433
Br -3.670 0.630 0.136
H 0.064 -3.595 -1.031
H 0.982 -1.289 -1.104
H -1.333 0.252 -1.446
H -1.778 -0.001 1.404
H -0.374 1.735 0.052
H 1.256 1.682 -0.960
H 1.094 0.365 1.788
```

The HOMO energy is -14.322 eV. Its total charge is +1. Its HOMO-LUMO gap is 0.285 Eh. As for the SMILES: OC(O)[C@H]1C=CC#[N+][C@@H]1Br. The maximum force comes out at 6.8 eV/Å. For the energy above the lowest of the compared OMol25 structures with the same formula, charge and spin, the calculation gives 1.986 eV.


8.
C6H7ClO | wB97M-V/def2-TZVPD

Geometry as XYZ:
```
15
C6H7ClO (wB97M-V/def2-TZVPD)
C -2.071 -0.565 -0.131
C -0.765 0.198 -0.062
C 0.382 -0.391 -0.846
C 2.061 0.904 -0.172
C 1.562 0.456 0.978
C 0.403 -0.401 0.669
H -2.686 -0.270 0.733
H -2.616 -0.309 -1.026
H -1.962 -1.667 -0.112
H 0.203 -1.254 -1.472
H 2.927 1.529 -0.375
H 1.957 0.693 1.972
H 0.224 -1.290 1.248
O 1.413 0.430 -1.286
Cl -1.033 1.937 -0.118
```

The HOMO energy is -8.600 eV. Its total charge is 0. Its HOMO-LUMO gap is 0.350 Eh. As for the SMILES: C[C@@]1(Cl)[C@@H]2C=CO[C@@H]21. The maximum force comes out at 0.9 eV/Å. For the energy above the lowest of the compared OMol25 structures with the same formula, charge and spin, the calculation gives 1.757 eV.


9.
C6H7ClSi | wB97M-V/def2-TZVPD

Geometry as XYZ:
```
15
C6H7ClSi (wB97M-V/def2-TZVPD)
C 0.144 -0.887 5.199
C -0.046 -0.945 4.020
C -0.020 -0.871 2.656
C 0.214 -0.798 1.436
C 1.479 0.586 -0.722
C -1.481 -0.203 -0.987
Si 0.163 -0.862 -0.419
Cl 0.559 -2.692 -1.308
H -0.114 -0.791 6.260
H 1.645 0.656 -1.878
H 1.051 1.571 -0.425
H 2.395 0.470 -0.083
H -1.299 0.904 -1.145
H -1.720 -0.425 -2.106
H -2.210 -0.516 -0.358
```

The HOMO energy is -9.586 eV. Its total charge is 0. Its HOMO-LUMO gap is 0.365 Eh. As for the SMILES: C#CC#C[Si](C)(C)Cl. The maximum force comes out at 5.6 eV/Å. For the energy above the lowest of the compared OMol25 structures with the same formula, charge and spin, the calculation gives 0.000 eV.


10.
C6H7CuLiO6 | wB97M-V/def2-TZVPD

Geometry as XYZ:
```
21
C6H7CuLiO6 (wB97M-V/def2-TZVPD)
Cu 1.612 -2.757 -2.459
O 1.914 -1.643 -0.486
O 1.290 0.669 -0.668
C 1.070 1.143 -1.994
C -0.080 0.267 -2.473
O 0.148 -0.960 -1.769
C 0.992 -0.680 -0.656
H 0.818 2.207 -1.945
H 1.978 1.001 -2.598
H -0.043 0.053 -3.547
H -1.058 0.672 -2.175
Li -3.056 1.985 3.931
O -3.154 0.295 2.826
O -1.291 -0.429 1.835
C -0.008 -0.227 1.537
C 0.536 -1.265 0.653
O -1.239 1.301 3.320
C -1.932 0.454 2.742
H 0.319 0.815 1.625
H -0.106 -2.145 0.548
H 1.290 -0.755 1.754
```

The HOMO energy (spin up / spin down) is -11.661 / -11.661 eV. Its total charge is +1. Its HOMO-LUMO gap (spin up / spin down) is 0.261 / 0.261 Eh. The maximum force comes out at 7.5 eV/Å. For the energy above the lowest of the compared OMol25 structures with the same formula, charge and spin, the calculation gives 3.758 eV.